(one)
C6H12N3O | ωB97M-V/def2-TZVPD

The geometry in ORCA input format:
```
! wB97M-V def2-TZVPD RIJCOSX def2/J DEFGRID3
* xyz 1 1
C -0.41 -0.22 0.09
C -2.56 -0.82 -0.06
C 1.45 0.99 -0.12
C 1.77 -0.50 -0.05
C -0.74 2.22 0.01
C 0.24 -2.54 0.31
N -3.45 0.13 -0.12
N -0.03 1.02 0.01
N 0.49 -1.14 0.14
O -4.68 0.19 -0.26
H -2.57 -1.84 -0.13
H 1.83 1.64 0.58
H 1.75 1.44 -1.03
H 2.27 -1.06 -0.91
H 2.35 -0.65 0.86
H -0.49 2.92 0.80
H -0.63 2.94 -0.85
H -1.81 2.01 0.09
H 0.19 -2.68 1.35
H -0.82 -2.92 -0.12
H 1.11 -3.19 0.04
H -2.98 1.00 0.04
*
```

Results
- LUMO (spin up / spin down): -4.507 / -4.508 eV
- HOMO-LUMO gap (spin up / spin down): 8.84 / 8.84 eV

=====

(two)
C6H12N3O | ωB97M-V/def2-TZVPD

The geometry in ORCA input format:
```
! wB97M-V def2-TZVPD RIJCOSX def2/J DEFGRID3
* xyz 1 1
C 1.09 2.00 -0.09
C 3.16 0.51 -0.16
C -2.62 -0.51 0.89
C -0.81 -0.16 -1.61
C -1.15 -0.81 0.75
C -0.43 0.09 -0.17
N 2.42 1.68 -0.12
N 0.16 1.16 0.09
N 2.61 -0.61 -0.19
O 3.43 -1.70 -0.01
H 0.87 3.03 0.09
H 4.25 0.74 -0.18
H -2.87 0.38 1.32
H -3.05 -1.16 1.64
H -3.13 -0.76 -0.05
H -0.46 -1.17 -2.05
H -1.89 -0.07 -1.32
H -0.59 0.69 -2.28
H -0.67 -0.90 1.76
H -1.24 -1.74 0.13
H 3.02 -2.42 -0.39
H 2.98 2.47 -0.08
*
```

Results
- SMILES: CCC(C)=[N+]=CN/C=N/O
- LUMO: -3.876 eV
- HOMO-LUMO gap: 9.37 eV

=====

Least stable structure among those shown: (one).